# 1
Density functional theory data (ωB97M-V/def2-TZVPD) for a 3-piece molecular cluster, C18H28O6 overall.

Positions of all 52 atoms, in Å:
C 2.871 -2.643 0.070
O 3.003 -1.464 -0.737
C 2.578 -0.327 -0.139
O 2.708 -0.120 1.041
C 1.906 0.638 -1.082
C 0.411 0.572 -0.837
C -0.280 1.658 -0.320
C -1.646 1.553 -0.083
C -2.314 0.375 -0.361
C -1.638 -0.728 -0.882
C -2.373 -2.001 -1.203
C -0.274 -0.606 -1.121
H 3.060 -3.485 -0.586
H 1.860 -2.709 0.471
H 3.580 -2.637 0.894
H 2.106 0.359 -2.115
H 2.283 1.637 -0.879
H 0.252 2.575 -0.104
H -2.179 2.396 0.337
H -3.379 0.302 -0.171
H -1.653 -2.796 -1.395
H -3.030 -1.883 -2.061
H -2.968 -2.305 -0.344
H 0.268 -1.452 -1.533
C 6.813 0.136 1.469
C 5.833 1.198 1.017
O 6.481 2.444 0.734
C 7.042 2.720 -0.459
C 7.217 1.614 -1.476
O 7.439 3.834 -0.664
H 7.538 -0.103 0.690
H 6.279 -0.777 1.734
H 7.367 0.485 2.340
H 5.239 0.872 0.164
H 5.131 1.422 1.817
H 8.216 1.194 -1.358
H 7.141 2.055 -2.466
H 6.487 0.812 -1.401
C -7.068 1.288 1.409
C -7.521 0.628 0.124
O -6.530 -0.259 -0.405
C -6.410 -1.544 -0.011
C -7.176 -2.031 1.197
O -5.641 -2.249 -0.603
H -6.909 0.558 2.203
H -7.815 2.006 1.749
H -6.127 1.814 1.249
H -8.475 0.114 0.239
H -7.658 1.378 -0.653
H -6.534 -1.936 2.072
H -7.403 -3.083 1.046
H -8.108 -1.504 1.383

Values from the calculation:
Structure (SMILES)   COC(=O)Cc1cccc(C)c1.CCOC(C)=O.CCOC(C)=O
E   -1154.1283 Ha
LUMO energy   0.627 eV
HOMO-LUMO gap   9.588 eV
Maximum force   0.752 eV Å⁻¹

Atom charges from the Mulliken analysis, given in e for atoms 1 to 6:
1. C -0.68
2. O -0.34
3. C 0.79
4. O -0.60
5. C -0.89
6. C 0.42



# 2
Density functional theory data (ωB97M-V/def2-TZVPD) for C18H29F12MgN7OP2 as an isolated structure in a non-equilibrium geometry.

Positions of all 70 atoms, in Å:
Mg 0.421 0.996 2.683
P 0.140 0.283 -0.740
F -1.468 0.274 -0.602
F 0.229 0.197 0.902
F 0.184 -1.331 -0.764
F 1.761 0.264 -0.783
F 0.050 0.326 -2.353
F 0.112 1.891 -0.733
P 2.472 -1.419 3.661
F 2.050 -1.410 2.089
F 3.295 -2.780 3.445
F 3.781 -0.550 3.293
F 2.797 -1.372 5.229
F 1.668 0.052 3.821
F 1.117 -2.200 4.000
C 4.287 2.836 1.056
C 3.009 2.440 1.597
N 2.036 2.102 2.080
H 4.616 3.806 1.419
H 4.254 2.832 -0.034
H 5.032 2.084 1.326
C 2.808 2.785 -2.847
C 2.873 3.692 -3.995
N 2.896 4.446 -4.852
H 2.596 3.409 -1.975
H 3.760 2.279 -2.706
H 1.983 2.080 -2.914
C -2.742 -2.026 -2.578
C -4.070 -1.429 -2.730
N -5.103 -0.944 -2.852
H -1.941 -1.644 -3.201
H -2.845 -3.090 -2.798
H -2.418 -1.910 -1.545
C 2.526 -3.901 -0.952
C 3.925 -4.316 -0.995
N 5.006 -4.697 -1.013
H 2.610 -2.938 -0.434
H 1.936 -4.584 -0.346
H 2.033 -3.734 -1.903
C -3.080 3.515 0.986
C -1.944 2.844 1.628
N -1.066 2.285 2.093
H -3.984 3.201 1.505
H -3.138 3.248 -0.065
H -2.929 4.585 1.119
C -2.492 2.307 -2.828
C -3.384 2.083 -3.959
N -4.096 1.864 -4.828
H -2.674 1.648 -1.990
H -2.641 3.353 -2.524
H -1.434 2.365 -3.076
C 0.699 -2.146 -4.420
C 0.298 -2.746 -5.689
N -0.058 -3.238 -6.658
H 1.677 -1.674 -4.503
H 0.740 -2.848 -3.592
H -0.023 -1.366 -4.186
C -3.014 -1.420 3.450
C -2.827 -0.625 4.746
C -1.303 -0.415 4.763
O -0.942 -0.285 3.399
C -1.712 -1.293 2.676
H -3.873 -0.979 2.942
H -3.292 -2.438 3.716
H -3.144 -1.072 5.687
H -3.291 0.364 4.774
H -0.795 -1.230 5.283
H -1.026 0.480 5.329
H -1.143 -2.222 2.618
H -1.785 -0.945 1.648

Values from the calculation:
E   -3243.5240 Ha
LUMO energy   -0.852 eV
HOMO-LUMO gap   10.512 eV
Maximum force   2.655 eV Å⁻¹

Atom charges from the Mulliken analysis, given in e for atoms 1 to 6:
1. Mg 1.46
2. P 2.06
3. F -0.52
4. F -1.25
5. F -0.37
6. F -0.39



# 3
Density functional theory data (ωB97M-V/def2-TZVPD) for an isolated ion of composition C18H29FN5O6P2S and charge +1 in a non-equilibrium geometry.

Positions of all 62 atoms, in Å:
H 3.839 3.344 -2.098
N 4.504 2.543 -2.179
C 4.265 1.746 -1.074
N 3.191 2.212 -0.073
N 5.067 0.473 -0.907
C 4.178 -0.694 -0.542
C 3.119 -1.137 -1.743
C 2.146 -2.302 -1.041
C 0.554 -2.141 -1.529
C -0.386 -1.736 -0.207
N -0.386 -2.303 1.064
N 0.372 -3.371 1.527
C -0.333 -4.171 2.394
O -1.121 -4.592 3.423
C -1.395 -1.549 1.955
C -0.326 -0.752 2.965
C -1.042 0.388 3.901
C 0.123 1.556 4.166
C 0.249 2.625 2.908
C 0.466 3.516 1.815
C -2.237 -0.555 0.907
S -3.995 -1.196 0.985
O -4.636 -1.072 2.420
O -4.064 -2.713 0.586
F -5.099 -0.346 -0.064
C -1.442 -0.479 -0.524
C -0.538 0.887 -0.592
C -1.382 2.270 -0.838
C -2.830 2.489 -0.580
P -2.297 -1.134 -2.121
P -2.430 0.442 -3.660
O -3.720 1.351 -3.457
O -2.707 -0.425 -5.186
O -0.952 1.335 -3.887
H 3.525 2.103 0.912
H 2.339 1.578 -0.142
H 5.693 0.274 -1.719
H 4.740 -1.670 -0.224
H 3.516 -0.369 0.393
H 2.511 -0.235 -2.176
H 3.774 -1.692 -2.558
H 2.467 -3.389 -1.331
H 2.178 -2.069 0.110
H 0.583 -1.243 -2.316
H 0.198 -3.135 -2.046
H -2.265 -2.160 2.445
H 0.409 -0.180 2.218
H 0.340 -1.484 3.592
H -1.265 -0.121 4.943
H -2.043 0.824 3.481
H 0.007 2.079 5.218
H 1.177 0.997 4.205
H 0.663 4.012 0.761
H -2.344 0.526 1.342
H 0.145 1.071 0.353
H 0.215 0.789 -1.512
H -0.785 3.182 -1.313
H -3.303 3.533 -0.246
H -3.587 1.610 -0.729
H -3.689 -1.485 -1.874
H -2.496 0.294 -5.878
H -1.252 2.187 -4.365

Values from the calculation:
Structure (SMILES)   [H]/N=C(\N)NCCCCC1=[N+](N=C=O)[C@@H](CCCC#C)[C@H](S(=O)(=O)F)[C@]1(CC=C)PP(=O)(O)O
E   -2608.3196 Ha
LUMO energy   -5.721 eV
HOMO-LUMO gap   5.882 eV
Maximum force   12.076 eV Å⁻¹
Charge   +1

Atom charges from the Mulliken analysis, given in e for atoms 1 to 6:
1. H 0.29
2. N -0.65
3. C 0.27
4. N -0.38
5. N -0.24
6. C -0.78



# 4
Density functional theory data (ωB97M-V/def2-TZVPD) for C18H29MnN2O4P2S2 as an isolated structure in a non-equilibrium geometry.

Positions of all 58 atoms, in Å:
C 3.225 3.195 -2.051
C 2.271 2.538 -1.263
N 1.811 1.308 -1.579
C 2.293 0.682 -2.667
C 3.270 1.264 -3.483
C 3.741 2.544 -3.174
C 1.722 3.176 -0.021
P 1.051 1.855 1.079
Mn 0.177 0.383 -0.289
P 0.173 -0.930 -2.031
C 1.736 -0.682 -2.981
O -0.400 4.890 -0.398
O -2.355 3.053 -0.142
H 3.542 4.198 -1.740
H 3.622 0.696 -4.352
H 4.493 3.030 -3.798
C 2.474 1.329 2.023
C -0.026 2.731 2.222
H 1.535 -0.785 -4.058
H 2.439 -1.478 -2.696
H 0.908 3.938 -0.266
H 2.513 3.708 0.529
C -0.053 -2.703 -2.059
C -0.968 -0.388 -3.346
H -1.991 2.199 -0.504
H -2.957 2.772 0.568
H -1.202 4.290 -0.371
H -0.396 5.315 -1.269
H 0.708 -1.104 -0.222
H -1.080 1.133 -0.887
H 2.884 2.192 2.549
H 2.174 0.577 2.752
H 3.241 0.909 1.371
H 0.545 3.542 2.686
H -0.900 3.139 1.700
H -0.360 2.031 2.993
H -0.801 -0.988 -4.247
H -2.006 -0.508 -3.030
H -0.804 0.663 -3.599
H -0.100 -3.087 -3.081
H 0.744 -3.180 -1.484
H -1.008 -2.900 -1.550
O -1.573 -5.215 0.039
S -2.547 -4.229 0.461
O -3.906 -4.364 0.000
N -1.971 -2.684 0.106
C -1.714 -1.964 1.180
S -1.328 -0.283 1.133
C -1.954 -2.656 2.445
C -1.783 -2.203 3.754
C -2.080 -3.073 4.806
C -2.556 -4.373 4.569
C -2.744 -4.817 3.254
C -2.446 -3.940 2.212
H -1.422 -1.184 3.914
H -1.946 -2.733 5.831
H -2.790 -5.017 5.417
H -3.126 -5.811 3.045

Values from the calculation:
E   -3743.5615 Ha
⟨S²⟩   3.84
2S+1   4
LUMO energy (alpha / beta)   -3.982 / -4.122 eV
HOMO-LUMO gap (alpha / beta)   7.194 / 7.819 eV
Maximum force   3.055 eV Å⁻¹
Charge   +1

Atom charges from the Mulliken analysis, given in e for atoms 1 to 6:
1. C -0.87
2. C 0.52
3. N -0.03
4. C 0.49
5. C -0.83
6. C -0.48



# 5
Density functional theory data (ωB97M-V/def2-TZVPD) for C18H29N2O2P2Sc as an isolated structure in a non-equilibrium geometry.

Positions of all 54 atoms, in Å:
C -3.353 -0.666 -2.522
C -2.088 -0.706 -1.955
N -1.868 -0.236 -0.677
C -2.974 -0.001 0.099
C -4.243 0.038 -0.450
C -4.458 -0.262 -1.786
C -0.967 -1.326 -2.771
P 0.727 -1.164 -1.986
Sc 0.307 0.464 -0.033
P -1.430 0.916 2.411
C -2.861 0.135 1.615
C 1.374 0.099 2.048
C 1.548 -1.152 1.375
C 2.790 -1.743 1.174
C 3.887 -0.919 1.536
C 3.723 0.338 2.105
C 2.476 0.913 2.385
O 1.024 3.579 -4.781
O 1.144 2.540 -0.745
H -3.459 -0.964 -3.573
H -5.073 0.310 0.203
H -5.449 -0.210 -2.227
C 1.261 -2.918 -1.993
C 1.657 -0.478 -3.406
H -3.710 0.734 1.978
H -2.937 -0.862 2.081
H -0.934 -0.901 -3.686
H -1.153 -2.387 -2.888
C -1.700 1.041 4.173
C -1.179 2.571 1.748
H -0.197 -2.373 1.767
H 2.889 -2.715 0.729
H 4.895 -1.298 1.362
H 4.626 0.912 2.370
H 2.303 1.838 2.894
H 2.320 4.838 -1.495
H 1.224 2.907 -1.692
H 1.261 4.027 -5.532
H 0.102 3.825 -4.615
H 1.916 2.179 -0.131
H 1.954 -3.127 -2.819
H 1.773 -3.145 -1.053
H 0.401 -3.593 -2.079
H 2.377 -1.206 -3.791
H 0.983 -0.172 -4.214
H 2.211 0.408 -3.069
H -1.009 3.235 2.609
H -0.316 2.695 1.059
H -2.092 2.902 1.235
H -1.563 2.079 4.502
H -2.715 0.706 4.429
H -0.963 0.398 4.675
N 0.156 -1.485 1.461
C -0.039 -0.165 2.195

Values from the calculation:
E   -2406.4076 Ha
LUMO energy (alpha / beta)   -0.116 / -0.093 eV
HOMO-LUMO gap (alpha / beta)   4.499 / 4.399 eV
Maximum force   3.762 eV Å⁻¹

Atom charges from the Mulliken analysis, given in e for atoms 1 to 6:
1. C -0.45
2. C 0.44
3. N 0.18
4. C 0.36
5. C -0.69
6. C -1.07



# 6
Density functional theory data (ωB97M-V/def2-TZVPD) for one molecule with the formula C18H29NO3.

Positions of all 51 atoms, in Å:
C -3.270 -3.509 -1.591
C -3.224 -2.005 -1.358
C -1.942 -1.386 -1.929
C -1.892 0.103 -1.647
O -2.104 0.611 -0.577
O -1.569 0.778 -2.754
C -1.275 2.163 -2.622
C 0.251 2.365 -2.604
O 0.910 1.612 -1.625
C 0.740 2.067 -0.295
C 1.575 1.163 0.611
N 1.337 1.468 2.010
C 2.500 1.216 2.845
C 3.495 2.370 2.771
C 0.122 0.853 2.526
C -0.520 1.727 3.598
C -0.682 -1.963 -1.323
C -0.506 -1.994 0.055
C 0.656 -2.511 0.601
C 1.658 -2.995 -0.223
C 1.494 -2.956 -1.596
C 0.331 -2.441 -2.142
H -2.428 -3.996 -1.104
H -4.190 -3.925 -1.190
H -3.226 -3.732 -2.655
H -4.083 -1.532 -1.840
H -3.286 -1.789 -0.291
H -1.915 -1.524 -3.014
H -1.703 2.668 -3.489
H -1.735 2.541 -1.703
H 0.458 3.440 -2.486
H 0.665 2.017 -3.554
H 1.075 3.110 -0.204
H -0.313 2.014 0.005
H 2.627 1.326 0.378
H 1.339 0.116 0.362
H 2.161 1.122 3.878
H 3.000 0.271 2.571
H 2.998 3.297 3.042
H 3.899 2.479 1.768
H 4.320 2.197 3.458
H -0.584 0.741 1.702
H 0.323 -0.152 2.932
H -1.457 1.284 3.926
H -0.720 2.715 3.192
H 0.131 1.838 4.462
H -1.272 -1.598 0.703
H 0.781 -2.532 1.674
H 2.566 -3.396 0.205
H 2.274 -3.325 -2.245
H 0.210 -2.411 -3.215

Values from the calculation:
Structure (SMILES)   CC[C@@H](C(=O)OCCOCCN(CC)CC)c1ccccc1
E   -983.7501 Ha
LUMO energy   0.914 eV
HOMO-LUMO gap   9.124 eV
Maximum force   0.720 eV Å⁻¹

Atom charges from the Mulliken analysis, given in e for atoms 1 to 6:
1. C -1.29
2. C -0.70
3. C 0.09
4. C 0.36
5. O -0.66
6. O -0.40



# 7
Density functional theory data (ωB97M-V/def2-TZVPD) for C18H29NO3 as an isolated structure in a non-equilibrium geometry.

Positions of all 51 atoms, in Å:
C -5.929 -3.742 0.102
C -5.161 -2.648 -0.799
C -4.536 -1.477 0.072
C -3.980 -0.485 -0.735
C -3.412 0.450 0.037
C -2.847 1.659 -0.573
C -2.473 2.825 0.389
H -3.286 3.364 0.616
H -2.070 3.763 -0.537
C -1.277 2.576 1.261
C -0.132 2.198 0.680
O 0.202 0.971 0.811
N 0.602 2.623 -0.325
H 0.322 3.857 -0.259
C 1.819 2.394 -0.944
H 1.725 1.296 -0.839
H 1.975 2.736 -1.733
C 2.989 2.707 0.169
O 4.350 2.401 -0.490
C 4.545 1.016 -0.151
C 3.747 0.002 0.263
C 4.136 -1.203 0.624
C 5.488 -1.547 0.020
C 6.210 -0.640 -0.493
C 5.818 0.774 -1.022
H 6.503 1.382 -1.273
H 7.246 -1.162 -1.062
O 6.072 -2.753 -0.005
C 5.217 -3.964 0.773
H 5.140 -3.729 1.784
H 5.923 -4.713 0.551
H 4.312 -4.135 0.027
H 3.648 -1.978 0.978
H 2.797 0.104 0.735
H 2.811 2.307 1.102
H 3.181 4.051 0.185
H -1.000 3.543 1.625
H -1.716 1.940 2.268
H -1.932 1.397 -1.126
H -3.616 2.214 -1.290
H -2.609 0.094 1.000
H -4.365 1.120 1.059
H -3.346 -0.919 -1.305
H -4.828 -0.143 -1.345
H -4.054 -1.968 0.679
H -5.316 -1.204 0.725
H -4.455 -3.181 -1.386
H -5.923 -2.322 -1.413
H -6.387 -4.401 -0.742
H -5.384 -4.163 0.714
H -6.745 -3.283 0.593

Values from the calculation:
E   -983.0343 Ha
LUMO energy   0.560 eV
HOMO-LUMO gap   8.078 eV
Maximum force   18.275 eV Å⁻¹

Atom charges from the Mulliken analysis, given in e for atoms 1 to 6:
1. C -1.49
2. C -0.73
3. C -1.45
4. C -0.59
5. C -0.39
6. C -0.39



# 8
Density functional theory data (ωB97M-V/def2-TZVPD) for a 3-piece molecular cluster, C18H30BrCl2NO7 overall in a non-equilibrium geometry.

Positions of all 59 atoms, in Å:
C 4.168 -4.779 -0.308
C 3.712 -4.101 -1.592
Cl 4.659 -4.844 -2.928
C 3.873 -2.554 -1.455
Cl 4.805 -1.748 -2.755
C 2.540 -1.818 -1.418
O 2.463 -0.654 -1.330
O 1.457 -2.653 -1.489
C 0.328 -2.332 -0.734
O -0.315 -1.278 -1.334
Br 0.806 -1.803 1.113
C -0.539 -3.602 -0.699
C -1.607 -3.722 -1.580
C -2.336 -4.907 -1.537
C -1.958 -5.885 -0.626
N -0.931 -5.783 0.215
C -0.227 -4.649 0.163
H 5.251 -4.822 -0.294
H 3.771 -4.279 0.571
H 3.788 -5.796 -0.299
H 2.694 -4.375 -1.816
H 4.434 -2.338 -0.556
H -1.102 -1.049 -0.822
H -1.846 -2.939 -2.278
H -3.169 -5.068 -2.199
H -2.532 -6.802 -0.586
H 0.614 -4.573 0.832
C -2.995 3.928 -0.577
O -4.230 3.478 -0.045
C -4.777 2.369 -0.739
C -4.533 1.077 0.007
O -3.151 0.759 0.046
C -2.532 1.081 1.282
H -2.578 4.647 0.125
H -2.285 3.107 -0.699
H -3.149 4.423 -1.542
H -4.365 2.304 -1.750
H -5.856 2.533 -0.822
H -5.045 0.261 -0.513
H -4.942 1.144 1.019
H -2.846 0.378 2.062
H -2.754 2.101 1.599
H -1.457 0.988 1.136
C 2.680 5.212 0.458
O 2.752 4.842 1.823
C 1.552 5.084 2.538
C 0.756 3.815 2.740
O 0.264 3.304 1.512
C 1.018 2.211 1.012
H 3.571 4.825 -0.034
H 1.797 4.790 -0.027
H 2.666 6.302 0.354
H 0.942 5.835 2.027
H 1.831 5.486 3.518
H -0.111 4.038 3.371
H 1.366 3.066 3.253
H 0.839 1.316 1.617
H 2.087 2.431 0.994
H 0.684 2.015 -0.006

Values from the calculation:
Structure (SMILES)   C[C@H](Cl)[C@@H](Cl)C(=O)O[C@](O)(Br)c1cccnc1.COCCOC.COCCOC
E   -4779.6124 Ha
LUMO energy   0.254 eV
HOMO-LUMO gap   9.507 eV
Maximum force   1.672 eV Å⁻¹

Atom charges from the Mulliken analysis, given in e for atoms 1 to 6:
1. C -1.54
2. C 0.50
3. Cl -0.19
4. C 0.10
5. Cl -0.15
6. C 0.15



Which value of E does entry 5 give? -2406.4076 Ha



Look up the E of the first one. -1154.1283 Ha



Look up the E of the fourth one. -3743.5615 Ha